<a>
C4H28BO22 | ωB97M-V with the def2-TZVPD basis set

```
55
C4H28BO22 ωB97M-V with the def2-TZVPD basis set
O 0.779 0.279 -4.113
C 0.506 0.191 -2.907
O -0.506 0.668 -2.372
B -0.674 0.125 -1.030
O 0.410 -0.923 -0.969
C 0.962 -0.865 -2.074
O 1.979 -1.466 -2.355
O -2.098 -0.292 -0.784
C -2.522 0.429 0.151
O -3.473 0.147 0.816
C -1.538 1.432 0.523
O -0.464 1.190 -0.036
O -1.745 2.470 1.123
O 2.575 1.265 -0.814
H 3.532 1.063 -0.721
H 2.216 1.647 0.036
O 2.600 -1.705 -5.061
H 1.820 -1.207 -5.109
H 2.708 -1.916 -4.132
O 3.405 1.404 -4.453
H 2.541 0.994 -4.202
H 4.090 0.962 -3.914
O 0.003 4.336 -0.037
H 0.306 4.864 0.671
H -0.879 4.089 0.242
O -0.673 -3.374 0.623
H -1.248 -3.156 -0.090
H -0.002 -3.851 0.126
O -0.804 -1.103 1.878
H -1.395 -1.325 2.562
H -0.834 -1.907 1.323
O 2.275 -0.978 0.981
H 1.307 -1.182 0.924
H 2.356 -0.365 0.275
O 3.856 -3.024 -0.769
H 3.250 -2.311 -0.938
H 4.227 -2.798 0.085
O -2.566 -3.365 -1.255
H -3.008 -2.736 -0.671
H -2.797 -4.251 -0.924
O -0.813 4.211 3.235
H -1.151 4.511 4.068
H -1.255 3.447 2.900
O 0.089 1.160 3.441
H 0.488 1.704 2.761
H -0.461 0.540 2.960
O -3.648 0.042 3.563
H -3.713 0.305 2.635
H -4.046 -0.834 3.577
O 1.643 2.520 1.406
H 1.019 3.050 0.919
H 2.397 3.105 1.481
O -3.904 -2.600 1.234
H -3.646 -1.692 1.205
H -3.476 -2.922 2.003
```

Properties
- E_LUMO (eV) = 2.1
- multiplicity = 1
- highest occupied orbital energy (eV) = -7.6
- net charge = -1

=====

<b>
C4H28BO22 | ωB97M-V with the def2-TZVPD basis set

```
55
C4H28BO22 ωB97M-V with the def2-TZVPD basis set
O 1.871 0.464 -2.057
C 1.196 0.256 -1.162
O -0.149 0.333 -1.242
B -0.732 -0.104 0.021
O 0.450 -0.450 0.856
C 1.451 -0.134 0.167
O 2.636 -0.286 0.554
O -1.483 -1.335 -0.155
C -2.672 -0.989 0.171
O -3.667 -1.519 -0.267
C -2.740 0.308 0.806
O -1.651 0.873 0.532
O -3.697 0.842 1.296
O 2.480 1.184 -4.652
H 2.135 1.065 -3.725
H 2.364 2.203 -4.925
O -3.185 -4.077 -1.782
H -4.028 -3.689 -1.694
H -2.866 -3.987 -0.915
O 5.446 -0.563 0.773
H 4.914 -0.177 0.062
H 6.275 -0.137 0.734
O 4.628 1.236 -1.776
H 3.663 1.107 -2.182
H 4.132 1.698 -1.122
O -1.670 -2.353 -3.093
H -1.041 -2.614 -2.616
H -2.433 -2.977 -2.818
O -1.069 4.426 -0.484
H -0.959 4.453 0.597
H -1.636 3.605 -0.632
O 3.707 -0.521 3.203
H 3.195 -0.529 2.413
H 4.462 -0.985 3.003
O -2.194 -1.088 3.385
H -3.157 -0.798 3.754
H -1.452 -0.636 3.990
O -2.650 2.660 -1.750
H -3.548 3.019 -1.733
H -2.815 1.671 -1.805
O -6.110 -0.414 1.935
H -6.337 -1.275 2.394
H -5.319 -0.327 1.466
O 3.287 2.918 0.558
H 3.141 2.225 1.068
H 4.104 3.215 0.840
O 1.497 -3.255 0.685
H 1.296 -3.138 -0.196
H 0.724 -3.221 1.273
O 4.301 -3.168 1.058
H 3.321 -2.953 1.447
H 4.415 -2.327 0.701
O -3.911 3.741 1.308
H -4.165 3.817 0.345
H -3.780 2.714 1.410
```

Properties
- E_LUMO (eV) = 1.8
- multiplicity = 1
- highest occupied orbital energy (eV) = -8.0
- net charge = -1

=====

Most stable to least stable, the ends of the list are <a> and <b>.

=====

<a>
C6H17N2 | ωB97M-V with the def2-TZVPD basis set

```
25
C6H17N2 ωB97M-V with the def2-TZVPD basis set
C -2.517 1.556 1.014
C -1.265 1.032 0.227
C -0.217 0.797 1.327
C 1.163 0.762 0.768
C 1.788 -0.565 0.121
N 1.027 -0.954 -1.080
C 1.736 -1.962 -1.839
N -1.490 -0.231 -0.424
H -2.286 2.467 1.598
H -2.902 0.568 1.642
H -3.343 1.731 0.322
H -0.969 1.881 -0.515
H -0.386 1.498 2.109
H -0.407 -0.256 1.686
H 1.844 0.915 1.676
H 1.357 1.558 0.077
H 2.838 -0.429 -0.045
H 1.500 -1.318 0.841
H 0.804 -0.179 -1.676
H 1.530 -2.870 -1.314
H 2.875 -1.867 -1.634
H 1.399 -2.124 -2.991
H -0.048 -1.055 -0.710
H -1.914 -0.098 -1.329
H -2.116 -0.855 0.151
```

Properties
- E_LUMO (alpha / beta) (eV) = 0.9 / 0.7
- multiplicity = 2
- highest occupied orbital energy (alpha / beta) (eV) = -2.5 / -10.1

=====

<b>
C6H17N2 | ωB97M-V with the def2-TZVPD basis set

```
25
C6H17N2 ωB97M-V with the def2-TZVPD basis set
N 1.285 0.176 1.252
C 0.690 0.103 -0.150
C 0.926 -1.312 -0.692
C 0.248 -2.433 0.053
C 0.519 -1.314 -2.195
C -0.774 0.531 0.001
N -0.757 1.930 0.413
C -1.984 2.387 1.064
H 0.766 -0.415 1.937
H 1.415 1.164 1.535
H 2.263 -0.216 1.239
H 1.235 0.841 -0.734
H 2.001 -1.381 -0.816
H 0.092 -2.250 1.117
H 0.796 -3.368 -0.066
H -0.751 -2.671 -0.328
H 1.038 -0.540 -2.759
H -0.549 -1.115 -2.292
H 0.738 -2.303 -2.589
H -1.321 0.254 -0.880
H -1.313 -0.047 0.753
H -0.591 2.477 -0.394
H -2.856 2.137 0.443
H -2.223 1.724 1.900
H -1.814 3.425 1.315
```

Properties
- E_LUMO (alpha / beta) (eV) = 0.8 / 0.7
- multiplicity = 2
- highest occupied orbital energy (alpha / beta) (eV) = -3.2 / -9.5

=====

<c>
C6H17N2 | ωB97M-V with the def2-TZVPD basis set

```
25
C6H17N2 ωB97M-V with the def2-TZVPD basis set
C -1.246 2.370 -0.199
C -2.009 1.263 -0.506
N -2.751 1.144 -1.694
N -0.527 2.344 1.056
H -1.152 3.291 -0.754
H -2.123 0.431 0.182
H -3.127 0.217 -1.851
H -2.297 1.530 -2.511
H -0.334 3.269 1.410
H 0.397 1.859 0.980
H -1.043 1.824 1.792
C 2.230 -0.034 -0.753
C 0.044 -2.793 1.003
C 0.460 -1.568 0.186
C 1.915 -1.162 0.228
H 1.817 -0.270 -1.736
H 3.290 0.173 -0.876
H 1.699 0.867 -0.432
H -0.946 -3.171 0.767
H 0.092 -2.529 2.064
H 0.774 -3.592 0.841
H -0.166 -0.718 0.473
H 0.231 -1.790 -0.863
H 2.260 -0.912 1.239
H 2.513 -2.043 -0.046
```

Properties
- E_LUMO (alpha / beta) (eV) = 0.5 / 0.3
- multiplicity = 2
- highest occupied orbital energy (alpha / beta) (eV) = -3.0 / -7.1

=====

Most stable to least stable, the ends of the list are <b> and <a>.

=====

<a>
C5H5N2O | ωB97M-V with the def2-TZVPD basis set

```
13
C5H5N2O ωB97M-V with the def2-TZVPD basis set
C -0.019 -1.061 0.982
C 0.698 -0.429 1.903
C 1.098 0.601 0.106
C -1.604 0.816 -1.159
C -0.941 -0.425 -1.308
N 0.200 -0.423 -0.236
N 1.415 0.491 1.368
O -1.818 1.864 -0.683
H 1.750 1.098 -0.576
H -0.640 -0.419 -2.293
H -1.620 -1.350 -1.309
H -0.512 -1.951 1.274
H 1.993 1.188 1.932
```

Properties
- E_LUMO (alpha / beta) (eV) = -4.6 / -6.3
- multiplicity = 1
- highest occupied orbital energy (alpha / beta) (eV) = -14.8 / -11.5
- net charge = +1

=====

<b>
C5H5N2O | ωB97M-V with the def2-TZVPD basis set

```
13
C5H5N2O ωB97M-V with the def2-TZVPD basis set
C 0.350 -1.236 -0.217
C 0.378 1.145 0.306
C -0.991 -1.089 -0.463
C -0.984 1.115 0.404
C 1.062 -0.038 0.034
N 2.346 -0.092 0.359
N -1.598 0.073 -0.164
O 3.516 0.148 -0.311
H 0.810 -2.298 -0.456
H 0.877 2.042 0.623
H -1.648 -1.844 -0.658
H -1.553 2.048 0.688
H -2.567 0.026 -0.146
```

Properties
- E_LUMO (alpha / beta) (eV) = -6.2 / -6.0
- multiplicity = 1
- highest occupied orbital energy (alpha / beta) (eV) = -14.4 / -14.3
- net charge = +1

=====

Most stable to least stable, the ends of the list are <b> and <a>.

=====

<a>
H3N2OP | ωB97M-V with the def2-TZVPD basis set

```
7
H3N2OP ωB97M-V with the def2-TZVPD basis set
N 0.835 0.638 -0.185
N -0.403 0.712 -0.627
O -0.234 -1.598 1.014
P 0.243 -0.617 2.123
H -1.138 0.004 -0.774
H -0.366 1.446 -1.399
H 1.063 -0.584 -0.152
```

Properties
- E_LUMO (alpha / beta) (eV) = -0.9 / -1.3
- multiplicity = 1
- highest occupied orbital energy (alpha / beta) (eV) = -8.0 / -7.6

=====

<b>
H3N2OP | ωB97M-V with the def2-TZVPD basis set

```
7
H3N2OP ωB97M-V with the def2-TZVPD basis set
N 0.070 0.023 0.166
N -0.129 0.835 -0.952
O -0.056 -1.477 2.079
P -0.673 -0.234 1.673
H 0.726 1.141 -1.405
H -0.725 0.446 -1.668
H 0.788 -0.734 0.107
```

Properties
- E_LUMO (eV) = 0.3
- multiplicity = 1
- highest occupied orbital energy (eV) = -9.6

=====

Most stable to least stable, the ends of the list are <b> and <a>.

=====

<a>
CHN2O5 | ωB97M-V with the def2-TZVPD basis set

```
9
CHN2O5 ωB97M-V with the def2-TZVPD basis set
C 0.517 1.564 0.143
N -0.719 1.869 0.106
N -0.682 -1.599 -0.015
O 0.348 2.950 -0.115
O -1.427 -2.381 -0.605
O 1.486 0.829 0.199
O -0.995 -1.111 1.023
O 0.478 -1.489 -0.534
H 0.995 -0.631 -0.201
```

Properties
- E_LUMO (eV) = 4.0
- multiplicity = 1
- highest occupied orbital energy (eV) = -3.8
- net charge = -1

=====

<b>
CHN2O5 | ωB97M-V with the def2-TZVPD basis set

```
9
CHN2O5 ωB97M-V with the def2-TZVPD basis set
C 1.881 -1.036 0.207
N -0.467 1.178 -0.598
N -0.656 0.011 -0.174
O 2.534 -1.763 -0.472
O 0.236 -0.892 -0.571
O 1.865 -0.479 1.247
O -1.646 -0.388 0.520
O -1.496 1.947 -0.138
H -2.250 1.422 -0.022
```

Properties
- E_LUMO (eV) = 4.1
- multiplicity = 1
- highest occupied orbital energy (eV) = -5.2
- net charge = -1

=====

Most stable to least stable, the ends of the list are <b> and <a>.

=====

<a>
C3H8N3S | ωB97M-V with the def2-TZVPD basis set

```
15
C3H8N3S ωB97M-V with the def2-TZVPD basis set
C -0.584 -1.687 -0.441
C -1.366 -0.506 0.124
C 0.899 -0.345 0.635
N 0.639 -1.641 -0.257
N -0.336 0.476 0.534
N -0.312 1.514 -0.479
S 2.367 0.401 -0.070
H -1.079 -2.368 -1.024
H -2.075 -0.050 -0.559
H -1.822 -0.780 1.126
H 1.076 -0.817 1.596
H 0.293 2.242 -0.105
H -1.270 1.713 -0.728
H 0.318 1.365 -1.326
H 3.252 0.483 0.975
```

Properties
- E_LUMO (eV) = -3.7
- multiplicity = 1
- highest occupied orbital energy (eV) = -14.0
- net charge = +1

=====

<b>
C3H8N3S | ωB97M-V with the def2-TZVPD basis set

```
15
C3H8N3S ωB97M-V with the def2-TZVPD basis set
C 0.351 -1.193 0.909
C 0.928 1.049 -0.653
C -0.352 0.695 -1.318
N -0.776 -0.966 0.445
N 0.775 -1.852 1.973
N -1.389 1.475 -1.210
S 1.752 -0.412 -0.087
H 1.852 1.453 -1.134
H 0.882 1.815 0.136
H -0.420 -0.218 -2.031
H -1.645 -1.148 0.899
H -0.071 -2.130 2.529
H 1.741 -2.146 1.905
H -2.260 1.243 -1.705
H -1.367 2.335 -0.658
```

Properties
- E_LUMO (eV) = -4.3
- multiplicity = 1
- highest occupied orbital energy (eV) = -13.3
- net charge = +1

=====

Most stable to least stable, the ends of the list are <b> and <a>.

=====

<a>
C9H12N5 | ωB97M-V with the def2-TZVPD basis set

```
26
C9H12N5 ωB97M-V with the def2-TZVPD basis set
C -1.681 -3.711 -0.789
C -0.663 -2.152 -1.893
C -0.122 -2.046 2.083
C -1.044 -2.948 0.180
C 0.587 2.711 0.928
C -0.627 2.510 -0.025
C 1.608 1.546 0.719
C 0.179 1.844 -1.179
C 0.359 -1.013 0.108
N -1.343 -3.253 -1.977
N -0.409 -1.833 -0.585
N 0.508 -0.999 1.337
N -0.753 -2.970 1.479
N 1.306 1.143 -0.598
H -2.338 -4.544 -0.523
H -0.399 -1.549 -2.677
H 0.124 -1.885 3.160
H 1.014 3.698 0.598
H 0.252 2.835 1.918
H -1.462 1.929 0.463
H -0.940 3.440 -0.214
H 2.699 2.015 0.650
H 1.408 0.723 1.545
H -0.493 1.304 -1.722
H 0.476 2.657 -1.719
H 1.754 0.550 -1.266
```

Properties
- E_LUMO (alpha / beta) (eV) = -6.3 / -6.3
- multiplicity = 1
- highest occupied orbital energy (alpha / beta) (eV) = -12.8 / -12.8
- net charge = +1

=====

<b>
C9H12N5 | ωB97M-V with the def2-TZVPD basis set

```
26
C9H12N5 ωB97M-V with the def2-TZVPD basis set
C -1.952 2.160 -1.066
C -1.179 2.365 0.825
C -0.799 -2.748 -0.372
C -0.658 -1.943 -1.493
C -0.906 -2.200 0.894
C -0.940 -0.590 -1.343
C 1.688 1.070 -0.196
C -1.149 -0.756 1.099
C -1.166 0.032 -0.154
N -1.996 3.416 -0.811
N -1.427 3.553 0.441
N -1.389 1.458 -0.134
N 2.395 2.185 -0.107
N 2.028 0.123 0.597
H -2.236 1.726 -2.006
H -0.687 2.079 1.753
H -0.724 -3.808 -0.367
H -0.558 -2.372 -2.451
H -1.141 -2.719 1.755
H -0.786 -0.088 -2.276
H -1.889 -0.412 1.894
H -0.198 -0.389 1.476
H 2.190 2.873 -0.828
H 3.320 2.226 0.503
H 1.542 -0.780 0.590
H 2.732 0.297 1.276
```

Properties
- E_LUMO (alpha / beta) (eV) = -6.5 / -6.5
- multiplicity = 1
- highest occupied orbital energy (alpha / beta) (eV) = -11.9 / -11.9
- net charge = +1

=====

Most stable to least stable, the ends of the list are <b> and <a>.

=====

<a>
C2H16N2O4 | ωB97M-V with the def2-TZVPD basis set

```
24
C2H16N2O4 ωB97M-V with the def2-TZVPD basis set
C 1.222 -2.503 0.486
C 1.910 -1.446 1.198
N 1.044 -0.650 2.189
N -0.749 -0.819 0.223
H 1.315 -2.582 -0.587
H 1.331 -3.418 1.064
H 2.783 -1.556 1.823
H 2.052 -0.615 0.359
H 0.964 -1.282 2.980
H 0.051 -0.884 1.761
H -0.028 -1.558 0.430
H -1.746 -1.046 0.398
H -0.847 -0.311 -0.706
H -2.789 3.190 -1.424
O -2.541 2.418 -0.937
H 0.814 1.603 -0.550
H 0.403 1.141 -2.001
O 1.105 1.565 -1.536
H -1.964 1.805 -1.584
H -1.480 0.770 -3.292
O -1.196 0.744 -2.372
H -0.241 1.231 1.111
H -1.157 2.102 0.289
O -0.256 2.098 0.678
```

Properties
- E_LUMO (eV) = -5.0
- multiplicity = 1
- highest occupied orbital energy (eV) = -8.4

=====

<b>
C2H16N2O4 | ωB97M-V with the def2-TZVPD basis set

```
24
C2H16N2O4 ωB97M-V with the def2-TZVPD basis set
N 0.249 3.036 0.041
C -0.635 2.481 -1.056
C -0.706 0.943 -1.261
N -0.826 -0.051 -0.204
H 1.173 2.432 -0.057
H -0.091 2.866 1.031
H -0.219 2.926 -1.993
H -1.589 2.915 -0.782
H -1.556 0.910 -2.114
H 0.208 0.678 -1.862
H -0.327 0.230 0.657
H -1.826 -0.071 0.131
H 0.077 0.506 3.566
H 0.009 -0.861 2.700
O -0.101 0.170 2.676
H -0.265 -2.998 2.693
H 0.221 -2.787 1.270
O 0.305 -2.440 2.274
H 0.611 -3.575 -0.882
H -0.059 -2.035 -0.419
O -0.053 -3.027 -0.302
H 1.205 -0.249 -1.734
H 2.036 -1.384 -2.399
O 2.161 -0.613 -1.972
```

Properties
- E_LUMO (eV) = 0.4
- multiplicity = 1
- highest occupied orbital energy (eV) = -9.3

=====

Most stable to least stable, the ends of the list are <b> and <a>.